Computed, not measured: a molecular structure, C38H35ClN6O2PRuSSe2, with the ωB97M-V functional and the def2-TZVPD basis.

Each line ends with the Löwdin spin population.
Cartesian coordinates (Å):
Ru 0.734121 0.519757 0.927627  2.9702
Se -2.065408 0.967483 0.841660  0.2229
P -1.671406 1.181760 -1.245872  0.0318
Se 0.508458 1.145657 -1.509963  0.1798
C -2.367680 2.682118 -1.982982  0.0043
C -1.589434 3.657184 -2.584103  0.0046
C -2.186561 4.790090 -3.120390  0.0004
C -3.560997 4.948594 -3.051281  0.0006
C -4.344703 3.970362 -2.450298  0.0003
C -3.751453 2.839368 -1.918594  0.0043
C -2.415616 -0.129196 -2.248630  0.0046
C -3.204447 -1.117885 -1.682451  0.0044
C -3.753714 -2.105216 -2.488610  0.0001
C -3.505840 -2.108951 -3.851314  0.0010
C -2.714658 -1.116782 -4.420334  0.0001
C -2.171470 -0.127539 -3.620279  0.0021
H -0.515927 3.531526 -2.633288  0.0046
H -1.571943 5.550882 -3.583755  0.0000
H -4.026700 5.833892 -3.464588  0.0001
H -5.418703 4.089852 -2.395310  0.0000
H -4.363358 2.079075 -1.446251  0.0025
H -3.372473 -1.118114 -0.613048  0.0030
H -4.365629 -2.879667 -2.044736  0.0000
H -3.926304 -2.887262 -4.475320  0.0001
H -2.525824 -1.114486 -5.485994  0.0000
H -1.555226 0.647066 -4.063616  0.0009
C -2.103878 -2.901996 4.662751  0.0421
C -1.343345 -2.052820 5.454273  -0.0033
C -0.560175 -1.059750 4.892294  0.0382
C -0.514764 -0.890058 3.499884  0.0073
C -1.297666 -1.739260 2.709056  0.0340
C -2.074488 -2.729467 3.287725  -0.0037
N 0.290867 0.123900 2.937574  0.2878
N 0.967029 0.838333 3.845965  0.4193
C 1.640987 1.880557 3.281186  0.0390
C 2.306117 2.814213 4.088150  0.0720
C 3.048225 3.824051 3.503822  0.0255
C 3.149173 3.925529 2.118894  0.0869
C 2.488116 3.006594 1.308224  0.0382
C 1.719452 2.011524 1.883368  0.1109
H -2.710409 -3.679207 5.108645  0.0028
H -1.356195 -2.161989 6.531766  -0.0013
H 0.028650 -0.412488 5.521542  0.0046
H -1.328111 -1.616456 1.641100  0.0009
H -2.667413 -3.369007 2.644871  -0.0013
H 2.233612 2.716519 5.163365  0.0022
H 3.572335 4.532556 4.133428  -0.0007
H 3.746826 4.707017 1.668051  0.0052
H 2.569836 3.074090 0.231602  -0.0012
Cl 1.247982 -8.070371 1.444108  -0.0001
C 0.954390 -6.411472 1.014660  -0.0002
C 1.308895 -5.408582 1.902585  0.0002
C 1.076859 -4.087472 1.551484  0.0004
C 0.491403 -3.778754 0.328303  0.0047
C 0.125392 -4.801915 -0.538937  0.0006
C 0.362991 -6.124784 -0.207003  0.0006
C 0.220827 -2.351091 -0.064021  0.0156
O -0.513537 -2.082662 -0.996528  0.0193
O 0.825980 -1.492742 0.702588  0.1226
H 1.753737 -5.662059 2.854476  0.0000
H 1.337423 -3.285706 2.230400  0.0001
H -0.357082 -4.542602 -1.473039  0.0000
H 0.092764 -6.930181 -0.875438  0.0001
S 3.515186 -0.022410 0.490337  0.1194
C 3.385951 -0.977404 -0.912869  0.0290
N 3.379635 -0.398203 -2.119306  0.0124
C 3.087584 -1.098939 -3.360004  0.0024
C 3.604630 -2.523694 -3.253282  0.0003
C 3.037910 -3.165142 -1.999357  0.0016
N 3.300807 -2.308049 -0.849252  0.0160
H 3.411077 0.608038 -2.104437  0.0001
H 3.578628 -0.565664 -4.173293  0.0002
H 2.008282 -1.090013 -3.546564  0.0017
H 4.695517 -2.519645 -3.215987  0.0000
H 3.296358 -3.096766 -4.127020  0.0000
H 3.493274 -4.136394 -1.807677  0.0002
H 1.961451 -3.317459 -2.112811  0.0008
H 3.173469 -2.679557 0.079662  0.0006
N -0.119383 5.734125 1.925618  0.0001
C 0.472049 6.131033 0.751624  0.0018
C 0.310924 5.080383 -0.102200  0.0005
N -0.355636 4.055182 0.521010  0.0010
C -0.601465 4.480574 1.729539  0.0002
H -0.163059 6.256588 2.781990  0.0000
H 0.934704 7.095209 0.638893  0.0000
H 0.669320 4.996029 -1.114433  0.0003
H -1.107108 3.920578 2.500393  -0.0003

Atoms 1-2, force components in eV/Å:
0.142 -0.670 0.221
0.056 -0.013 0.068

E_HOMO (alpha / beta) = -6.01 / -7.55 eV
Multiplicity = 6
Charge = 0
Lowest unoccupied orbital energy (alpha / beta) = -0.04 / -1.71 eV
Relative energy (zero: lowest compared OMol25 entry of this formula, charge and spin) = 53.2 kJ/mol
Strongest force on any atom = 0.7 eV/Å